# 1
Formula: C2H2F2O2P
Source: the OMol25 dataset
Level of theory: the ωB97M-V functional and the def2-TZVPD basis

Each atom is followed by the atoms it is bonded to, with distances in Å.
Geometry (Å):
1 C 1.300 -1.211 -0.081  O3 1.195, O4 1.181
2 C 0.101 0.892 -0.027  F5 1.439, F6 1.427, P7 1.829
3 O 2.376 -0.932 -0.518  C1 1.195
4 O 0.403 -1.907 0.245  C1 1.181
5 F 0.372 1.831 -1.084  C2 1.439
6 F 0.301 1.662 1.157  C2 1.427
7 P -1.703 0.599 -0.062  C2 1.829, H8 1.412, H9 1.542
8 H -1.568 -0.158 1.122  P7 1.412
9 H -1.582 -0.776 -0.750  P7 1.542

Energy relative to the best compared isomer or geometry (same formula, charge and spin) (eV): 1.314
Net charge: -1
DFT total energy (eV): -20924.801
LUMO energy (eV): 4.0645
Highest occupied orbital energy (Eh): -0.104

=====

# 2
Formula: C2H2F2O3
Source: the OMol25 dataset
Level of theory: the ωB97M-V functional and the def2-TZVPD basis

Each atom is followed by the atoms it is bonded to, with distances in Å.
Geometry (Å):
1 O -0.617 -0.767 -0.216  C2 1.218
2 C 0.261 0.078 -0.248  O1 1.218, O3 1.300, C4 1.517
3 O 0.179 1.324 -0.610  C2 1.300, H7 0.948
4 C 1.695 -0.167 0.181  C2 1.517, O5 1.190, F6 1.328
5 O 2.466 -0.948 -0.279  C4 1.190
6 F 2.085 0.741 1.068  C4 1.328
7 H -0.632 1.661 -0.964  O3 0.948
8 F -3.136 -0.684 0.584  H9 1.007
9 H -2.300 -1.237 0.483  F8 1.007

SMILES: O=C(O)C(=O)F.F
Energy relative to the best compared isomer or geometry (same formula, charge and spin) (eV): 0.636
DFT total energy (eV): -13683.736
LUMO energy (eV): -0.2446
Highest occupied orbital energy (Eh): -0.440

=====

# 3
Formula: C2H2F2S2
Source: the OMol25 dataset
Level of theory: the ωB97M-V functional and the def2-TZVPD basis

Each atom is followed by the atoms it is bonded to, with distances in Å.
Geometry (Å):
1 F -2.972 -1.542 -0.360  C2 1.363
2 C -2.455 -0.367 0.098  F1 1.363, S3 1.621, C4 1.507
3 S -3.274 1.029 0.008  C2 1.621
4 C -0.960 -0.333 0.282  C2 1.507, F5 1.311, S6 1.943, H7 1.108
5 F -0.577 -1.357 1.005  C4 1.311
6 S 0.005 -0.405 -1.404  C4 1.943, H8 1.353
7 H -0.831 0.624 0.826  C4 1.108
8 H 0.230 0.900 -1.681  S6 1.353

SMILES: FC(=S)[C@@H](F)S
Energy relative to the best compared isomer or geometry (same formula, charge and spin) (eV): 0.845
DFT total energy (eV): -29210.405
LUMO energy (eV): -1.0852
Highest occupied orbital energy (Eh): -0.365

=====

# 4
Formula: C2H2F2S2
Source: the OMol25 dataset
Level of theory: the ωB97M-V functional and the def2-TZVPD basis

Each atom is followed by the atoms it is bonded to, with distances in Å.
Geometry (Å):
1 C 0.527 -0.375 0.067  C2 1.334, F3 1.348, S5 1.710
2 C -0.766 -0.117 -0.137  C1 1.334, S6 1.613
3 F 0.905 -1.647 0.303  C1 1.348
4 F -0.208 1.938 -0.044  no bonds
5 S 1.780 0.775 0.239  C1 1.710, H7 1.407
6 S -2.318 -0.082 0.302  C2 1.613, H8 1.473
7 H 2.794 -0.193 0.369  S5 1.407
8 H -2.715 -0.299 -1.100  S6 1.473

Energy relative to the best compared isomer or geometry (same formula, charge and spin) (eV): 3.680
DFT total energy (eV): -29207.570
LUMO energy (eV): -0.9812
Highest occupied orbital energy (Eh): -0.348

=====

> What is the DFT total energy in the fourth record?

-29207.570 eV